The following is a DFT calculation (ωB97M-V with the def2-TZVPD basis set) of a structure of composition C24H46Cl3N2O4ScSi at a distorted geometry.

The geometry in XYZ format:
```
81
Properties=species:S:1:pos:R:3:mulliken_charge:R:1
C 2.8790 2.6806 -2.6184 -1.76
C 3.3122 1.3198 -3.0425 0.60
H 3.5216 3.0721 -1.8133 0.36
H 1.8437 2.6913 -2.2705 0.12
H 2.9782 3.3776 -3.4720 0.43
C 4.5814 1.0920 -3.4269 0.17
C 5.6681 2.1110 -3.3318 -1.50
H 4.8883 0.1559 -3.9041 0.46
H 5.7976 2.4970 -2.3081 0.28
H 5.4759 2.9660 -3.9997 0.32
H 6.6138 1.6582 -3.6456 0.38
Sc -1.0609 1.2999 0.0821 -0.05
Cl -2.4614 3.1141 0.2731 -0.44
Cl -1.2446 1.1432 -2.2932 -0.46
C -3.0286 -0.9051 -0.4873 -0.41
O -2.2249 -0.3865 0.3560 0.22
N -3.3219 -2.1996 -0.5029 0.30
C -2.9281 -3.0630 0.6147 -0.82
C -3.9514 -2.7897 -1.6878 -0.87
H -3.5049 -0.2771 -1.2518 0.51
H -3.1989 -2.5945 1.5728 0.19
H -1.8492 -3.2931 0.6198 0.22
H -3.4961 -3.9869 0.5052 0.40
H -4.7285 -2.1090 -2.0575 0.37
H -4.4005 -3.7436 -1.4099 0.31
H -3.2257 -2.9434 -2.4991 0.30
H 0.6019 3.8235 5.1027 0.32
H 1.9594 2.2031 2.0838 0.21
C 0.9856 2.7978 5.1233 -0.92
C 2.0689 1.8305 3.1194 -0.76
N 0.8443 2.1313 3.8342 0.29
H 0.4726 2.2525 5.9199 0.35
C -0.3543 1.7740 3.3533 -0.04
O -0.5521 1.3680 2.1761 -0.12
H 2.2825 0.7535 3.0506 0.14
H -1.1842 1.8270 4.0681 0.24
H 2.0547 2.8618 5.3426 0.33
H 2.8916 2.3471 3.6190 0.42
O 1.5667 0.0446 -1.8876 0.13
C 2.2015 0.3019 -3.1403 0.04
C 3.6291 -1.7639 -3.4515 -0.17
C 2.5441 -0.9851 -3.8454 0.19
H 4.2673 -1.3883 -2.6439 0.74
C 3.8171 -3.0141 -4.0559 -1.15
H 1.4038 0.7956 -3.7040 0.38
C 1.6636 -1.3880 -4.8549 -0.24
H 4.6375 -3.6427 -3.7046 0.38
C 2.9500 -3.4200 -5.0724 -0.53
C 1.8779 -2.6200 -5.4748 -0.71
H 0.8039 -0.7526 -5.0936 0.34
H 3.1308 -4.3649 -5.5758 0.39
H 1.1866 -2.9482 -6.2571 0.38
Si 1.3621 -1.2330 -0.6943 0.75
Cl 1.7843 1.4448 0.1953 -0.67
C 2.9175 -2.2243 -0.3632 -1.21
C 0.1529 -2.2815 -1.7528 -1.02
C 0.7154 -1.1655 1.0716 -0.39
H 3.1576 -2.9391 -1.1542 0.36
H 2.7964 -2.8014 0.5659 0.46
H 3.7589 -1.5383 -0.2235 0.25
H 1.0823 -0.2606 1.5722 -0.46
H 1.1284 -2.0084 1.6405 0.62
H -0.3699 -1.2124 1.1902 0.14
H 0.7012 -2.7938 -2.5546 0.40
H -0.5746 -1.6249 -2.2452 0.10
H -0.4061 -3.0461 -1.2048 0.38
C -4.9122 -0.4696 4.3793 -1.29
C -4.6223 0.4450 3.2060 0.23
O -3.4916 1.2876 3.4291 -0.09
C -3.6429 2.6355 3.8989 -0.13
C -5.0388 3.2317 3.8744 -1.50
H -4.0468 -1.0988 4.6228 0.28
H -5.7531 -1.1227 4.1227 0.43
H -5.2002 0.1004 5.2713 0.33
H -4.3477 -0.1492 2.3288 -0.30
H -5.5049 1.0558 2.9642 0.35
H -3.2376 2.6312 4.9177 0.35
H -2.9653 3.2226 3.2697 0.23
H -5.7487 2.6333 4.4570 0.35
H -4.9812 4.2188 4.3359 0.40
H -5.3979 3.3515 2.8461 0.35
```

Summary:
- Max |F|: 2.712 eV Å⁻¹
- DFT total energy: -102955.4701 eV
- E_LUMO: 0.18 eV
- Relative energy (zero: lowest compared OMol25 entry of this formula, charge and spin): 76.19 kcal per mole
- Gap between HOMO and LUMO: 7.665 eV

=====

The following is a DFT calculation (ωB97M-V with the def2-TZVPD basis set) of a cluster of 2 separate species, C24H46Cl3N3O4PS in total at a distorted geometry.

The geometry in XYZ format:
```
82
Properties=species:S:1:pos:R:3:mulliken_charge:R:1
C 4.5066 -0.5868 0.8886 -0.52
C 5.1584 0.6110 0.0156 -0.66
C 4.0485 1.4097 -0.8637 0.40
C 4.0485 0.9931 -2.4245 -1.00
C 2.6583 0.2803 -2.8921 -0.19
C 2.6537 -1.2459 -2.4046 0.37
C 1.7662 -2.2269 -3.3610 -1.00
C 0.2874 -2.3047 -2.6782 0.30
C -0.0340 -3.7212 -1.9969 -0.94
C -0.5832 -3.6401 -0.4903 0.37
C -2.1794 -3.7162 -0.3359 -0.94
C -2.8857 -2.3475 0.1075 -0.67
C -2.3756 -1.0439 -0.6691 0.76
C -2.9119 0.3498 -0.0143 -0.24
C -1.6938 1.4014 -0.2595 -0.73
N -2.0513 2.8102 0.0560 0.82
C -1.7093 3.5130 1.2587 0.63
C -0.9062 3.1003 2.5643 -1.00
C -0.8333 1.5302 2.8730 -0.03
C 0.6656 1.0049 2.4931 -0.69
C 0.6996 -0.5677 2.2053 1.15
O 0.3996 -1.3880 3.3867 -0.29
C -0.9582 -1.8009 3.3291 0.46
O -1.4841 -2.6833 4.0462 -0.51
C -2.2293 4.9712 1.2007 -0.64
N -2.8283 4.9646 -0.1156 0.53
N -3.4024 6.1593 -0.6048 -1.15
C -2.7612 3.7013 -0.8268 0.20
P -3.4731 3.4663 -2.5527 0.56
O -2.7406 2.2142 -3.4375 -0.43
O -3.5394 4.9337 -3.4571 -0.51
S -5.3491 2.9436 -2.2845 -0.31
H 3.7186 -1.1119 0.2482 -0.05
H 4.0038 -0.1801 1.8394 0.18
H 5.2888 -1.3594 1.2293 0.37
H 6.0057 0.1847 -0.6200 0.28
H 5.6151 1.3541 0.7649 0.32
H 4.3593 2.5198 -0.7926 0.43
H 3.0291 1.2771 -0.3599 -0.56
H 4.2617 1.9432 -3.0194 0.32
H 4.9223 0.2754 -2.5927 0.40
H 2.6003 0.4221 -4.0239 0.43
H 1.8289 0.9234 -2.4051 -0.14
H 2.2559 -1.2410 -1.3195 -0.69
H 3.7340 -1.6112 -2.3601 0.62
H 1.6550 -1.6591 -4.3533 0.32
H 2.2318 -3.2586 -3.4739 0.36
H -0.4803 -2.1538 -3.5265 0.47
H 0.2262 -1.4069 -1.9798 -0.44
H 0.9505 -4.3101 -1.9609 0.41
H -0.7844 -4.3268 -2.6033 0.23
H -0.1079 -2.7375 0.0442 -0.40
H -0.1623 -4.5691 0.0549 0.27
H -2.6080 -4.1853 -1.2874 0.36
H -2.3978 -4.4785 0.5048 0.32
H -4.0106 -2.4556 -0.1349 0.36
H -2.8190 -2.2668 1.2463 0.21
H -2.6142 -1.0855 -1.7983 0.48
H -1.2298 -1.0047 -0.5082 -1.13
H -3.8839 0.6770 -0.5113 0.37
H -3.1330 0.1885 1.0925 0.29
H -0.7630 1.0092 0.2608 -0.52
H -1.4816 1.3545 -1.3922 0.37
H 0.1667 3.5270 2.6089 0.32
H -1.4454 3.5900 3.4605 0.44
H -1.6253 0.8942 2.3611 -0.22
H -0.9315 1.3604 4.0023 0.49
H 0.9072 1.5254 1.4893 0.18
H 1.4554 1.3538 3.2370 0.38
H 0.0236 -0.8455 1.3085 -0.69
H 1.7593 -0.8652 1.8912 -0.06
H -1.6360 -1.2476 2.5941 0.03
H -2.1235 5.7958 1.9745 0.38
H -3.0145 6.8838 0.0349 0.30
H -2.8732 6.3302 -1.4900 0.32
H -3.0223 2.3386 -4.3808 0.36
H -4.2274 5.4998 -3.0238 0.40
C 1.1831 -5.1368 5.0105 0.17
Cl 2.5300 -4.1601 5.6128 -0.13
Cl 1.2668 -5.2926 3.2498 -0.12
Cl 1.1802 -6.7314 5.7762 -0.13
H 0.2528 -4.6321 5.2651 0.19
```

Summary:
- Max |F|: 7.066 eV Å⁻¹
- DFT total energy: -95973.3293 eV
- Total charge: +1
- E_LUMO: -4.22 eV
- Gap between HOMO and LUMO: 7.856 eV

=====

The following is a DFT calculation (ωB97M-V with the def2-TZVPD basis set) of a structure of composition C24H47BeCaF7N3O13S3 at a distorted geometry.

The geometry in XYZ format:
```
99
Properties=species:S:1:pos:R:3:mulliken_charge:R:1
C -1.3669 -5.4139 2.4745 -1.22
C -1.0898 -3.8884 2.6878 0.03
C -1.3145 -3.1978 1.3261 -0.38
C -0.9011 -1.7266 1.2355 -1.03
N 0.4807 -1.3425 1.5964 0.13
C 0.4562 0.1384 1.3532 -0.64
C -0.7666 0.5223 2.2353 -1.04
C -1.8054 -0.5776 1.7931 1.55
C -2.9076 -0.8950 2.8242 -0.82
C -4.1990 -1.1190 2.0286 -0.22
O -4.5138 -2.5351 1.7815 -0.29
C -4.6981 -2.7213 0.5120 0.81
O -4.4527 -3.8734 0.1054 -0.59
H -1.2603 -5.7004 1.4229 0.33
H -0.7426 -6.0423 3.1112 0.41
H -2.4235 -5.6049 2.7498 0.12
H -0.0665 -3.7765 3.0677 0.32
H -1.7889 -3.5740 3.4665 0.12
H -0.6792 -3.7408 0.6099 0.78
H -2.3347 -3.3605 0.9849 -0.36
H -0.9211 -1.5462 0.1500 0.34
H 1.1213 -1.7731 0.9287 0.41
H 0.7062 -1.4981 2.5846 0.29
H 0.0501 0.3121 0.3509 0.38
H 1.3985 0.6600 1.5069 0.50
H -1.2650 1.4363 1.9313 0.38
H -0.4874 0.5114 3.2957 0.37
H -2.2950 -0.1154 0.9288 -0.63
H -3.0833 0.0161 3.4095 0.47
H -2.6765 -1.6698 3.5594 0.27
H -4.0969 -0.5392 1.1057 0.00
H -5.0134 -0.6670 2.6002 0.37
H -4.9945 -1.9157 -0.2104 0.57
C -6.4862 1.3842 -2.3958 0.44
F -6.7545 2.6481 -2.0322 -0.20
F -7.5138 0.6223 -1.9790 -0.24
F -6.4797 1.3470 -3.7302 -0.22
S -4.8876 0.8051 -1.6934 1.34
O -5.0555 0.8994 -0.2541 -0.80
O -3.8931 1.7122 -2.2196 -0.66
O -4.7238 -0.5715 -2.1394 -0.69
O -2.9126 2.4840 0.8242 -0.49
H -3.4871 2.4406 0.0434 0.19
H -3.1556 3.3156 1.2469 0.27
C -2.6186 5.6654 -1.7451 -1.05
C -3.8410 5.3479 -2.6002 -0.14
C -5.1525 5.8295 -1.9754 -0.45
C -5.4639 5.1274 -0.7322 0.25
N -5.7055 4.5601 0.2352 -0.48
H -2.6585 5.1483 -0.7846 0.17
H -1.7086 5.3465 -2.2558 0.32
H -2.5404 6.7380 -1.5545 0.37
H -3.8867 4.2717 -2.7823 0.06
H -3.7241 5.8310 -3.5725 0.34
H -5.9672 5.6653 -2.6830 0.30
H -5.1104 6.9044 -1.7876 0.36
Be -4.7915 -5.0760 1.1922 0.47
C 3.1701 -2.1169 4.1552 -0.13
O 2.8033 -3.2783 4.1806 -0.62
N 4.0853 -1.6146 3.3008 0.33
C 4.4618 -0.2151 3.2884 -0.83
C 4.7120 -2.5126 2.3525 -0.88
H 2.7443 -1.3578 4.8326 0.46
H 4.2343 0.2072 2.3039 0.14
H 5.5271 -0.1258 3.4794 0.45
H 3.9163 0.3380 4.0511 0.32
H 3.9484 -2.9715 1.7175 0.28
H 5.2311 -3.3059 2.8922 0.32
H 5.4210 -1.9659 1.7343 0.24
C -3.2745 -3.2208 -4.6504 0.60
F -2.1151 -3.2469 -3.9513 -0.23
F -3.4602 -4.4628 -5.1289 -0.25
F -4.2529 -3.0007 -3.7592 -0.19
S -3.2372 -1.9567 -5.9909 1.13
O -2.1268 -2.3705 -6.8229 -0.63
O -3.0209 -0.7099 -5.2908 -0.55
O -4.5317 -2.0745 -6.6186 -0.59
C 8.1910 0.3286 -0.8500 -0.68
C 7.1395 1.2300 -1.5124 -0.37
C 6.3128 1.8637 -0.3928 -0.59
S 7.3906 1.9517 1.0448 1.07
O 6.8542 1.0782 2.0584 -0.53
O 7.7159 3.3267 1.3163 -0.70
C 8.7972 1.1513 0.2856 -0.77
H 8.9525 0.0059 -1.5591 0.38
H 7.7065 -0.5630 -0.4450 0.26
H 7.6446 2.0133 -2.0880 0.24
H 6.5102 0.6748 -2.1965 0.25
H 5.9794 2.8674 -0.6499 0.36
H 5.4570 1.2447 -0.1317 0.26
H 9.3209 0.5482 1.0240 0.42
H 9.4555 1.9311 -0.0968 0.36
C 4.1472 1.3710 -3.3529 -0.66
O 4.4621 0.6030 -2.4444 -0.55
H 3.8671 0.9023 -4.3457 0.33
H 3.2444 2.0549 -3.1831 0.18
H 4.9279 2.1411 -3.6960 0.20
Ca 3.5792 2.1192 -5.3248 1.53
F 4.5583 -2.1103 6.3318 -0.54
```

Summary:
- Max |F|: 5.445 eV Å⁻¹
- DFT total energy: -127084.1701 eV
- Total charge: +1
- E_LUMO: -8.30 eV
- Gap between HOMO and LUMO: 1.257 eV

=====

The following is a DFT calculation (ωB97M-V with the def2-TZVPD basis set) of a structure of composition C24H47F5GaIN2O2P.

The geometry in XYZ format:
```
83
Properties=species:S:1:pos:R:3:lowdin_spin:R:1
C -2.6024 -6.4391 3.4254 0.00
C -2.8527 -5.1134 4.1611 0.00
P -4.2202 -4.0815 3.4208 0.00
C -5.6134 -4.3912 4.6232 0.00
C -7.0022 -4.3236 3.9581 0.00
Ga -3.4078 -1.9556 4.0121 0.00
I -5.3347 -0.4505 4.8778 0.00
C -2.7230 -1.0278 2.2889 0.00
F -2.3197 0.2795 2.5028 0.00
F -3.6813 -0.9502 1.3045 0.00
C -1.5135 -1.6925 1.6122 0.00
F -0.3672 -1.3620 2.2326 0.00
F -1.3715 -1.3429 0.3165 0.00
F -1.6071 -3.0312 1.6518 0.00
H -2.9160 -6.3624 2.3801 0.00
H -3.1590 -7.2653 3.8787 0.00
H -1.5408 -6.7069 3.4338 0.00
H -1.9464 -4.4998 4.1366 0.00
H -3.0686 -5.2968 5.2194 0.00
H -5.5793 -3.6941 5.4657 0.00
H -5.4315 -5.3921 5.0288 0.00
H -7.4842 -5.3062 3.9459 0.00
H -6.9337 -3.9786 2.9227 0.00
H -7.6652 -3.6347 4.4880 0.00
H -2.2049 -2.0124 5.0491 0.00
C -0.8662 -1.3236 -3.0735 0.00
C 0.5118 -0.7083 -3.3139 0.03
C 0.5844 0.6633 -2.6323 0.02
C -0.1903 1.7524 -3.3683 0.00
C 0.2540 1.8443 -4.8261 0.02
C 0.1404 0.5087 -5.5744 0.02
N 0.8550 -0.5385 -4.7650 0.40
O 2.1023 -0.6345 -5.0249 0.51
C -1.3255 0.1425 -5.8290 0.00
C 0.8354 0.6009 -6.9289 0.00
C 1.5378 -1.6480 -2.6894 0.00
H -1.6962 -0.7351 -3.4471 0.00
H -0.9400 -2.3287 -3.4908 0.00
H -0.9763 -1.3739 -1.9923 0.00
H 1.6348 0.9632 -2.5577 0.00
H 0.2102 0.5493 -1.6114 0.00
H -1.2651 1.5650 -3.3035 0.00
H -0.0206 2.7119 -2.8747 0.00
H -0.3371 2.5891 -5.3669 0.00
H 1.2981 2.1712 -4.8624 0.00
H -1.4217 -0.9124 -6.0881 0.00
H -1.6869 0.7339 -6.6715 0.00
H -1.9799 0.3536 -4.9894 0.00
H 1.8675 0.9238 -6.8309 0.00
H 0.2945 1.3219 -7.5453 0.00
H 0.8269 -0.3656 -7.4338 0.00
H 1.5652 -2.5998 -3.2202 0.00
H 1.2420 -1.8344 -1.6551 0.00
H 2.5376 -1.2221 -2.7019 0.00
C 3.1007 4.9659 0.4514 0.00
C 3.9529 3.9072 1.1536 0.02
C 4.3993 2.8103 0.1756 0.02
C 3.2676 1.8694 -0.2217 0.00
C 2.6000 1.2562 1.0067 0.02
C 2.0809 2.3029 1.9974 0.02
N 3.2151 3.2541 2.2883 0.39
O 3.9720 2.8900 3.2506 0.51
C 0.8425 3.0151 1.4423 0.00
C 1.6777 1.6389 3.3093 0.00
C 5.1711 4.6180 1.7335 0.00
H 2.2094 4.5737 -0.0235 0.00
H 2.7975 5.7371 1.1614 0.00
H 3.7054 5.4361 -0.3260 0.00
H 5.1991 2.2305 0.6463 0.00
H 4.8297 3.2928 -0.7066 0.00
H 2.5334 2.3938 -0.8404 0.00
H 3.6673 1.0656 -0.8442 0.00
H 1.7613 0.6174 0.7161 0.00
H 3.3235 0.6178 1.5230 0.00
H 0.6460 3.9380 1.9896 0.00
H -0.0169 2.3565 1.5722 0.00
H 0.9066 3.2438 0.3816 0.00
H 2.4887 1.0515 3.7292 0.00
H 0.8277 0.9819 3.1182 0.00
H 1.3795 2.3865 4.0449 0.00
H 4.8743 5.3230 2.5102 0.00
H 5.6618 5.1701 0.9284 0.00
H 5.8799 3.9172 2.1647 0.00
```

Summary:
- Max |F|: 0.427 eV Å⁻¹
- DFT total energy: -116079.5919 eV
- Total charge: -1
- <S²>: 2.008
- E_LUMO (alpha / beta): 2.12 / 2.11 eV
- Multiplicity: 3
- Gap between HOMO and LUMO (alpha / beta): 6.715 / 6.704 eV

=====

The following is a DFT calculation (ωB97M-V with the def2-TZVPD basis set) of a cluster of 4 separate species, C24H47N2O8 in total at a distorted geometry.

The geometry in XYZ format:
```
81
Properties=species:S:1:pos:R:3:mulliken_charge:R:1
C 0.6315 3.2406 -6.2077 -0.73
C -0.2608 3.4150 -4.8780 -0.40
O -0.1699 2.2674 -3.9937 -0.15
C -0.8176 1.1068 -4.5816 -0.86
C 0.1940 -0.1619 -4.6784 0.15
O 1.4374 0.3486 -5.2062 -0.29
C 2.5662 -0.4174 -4.7266 -0.49
C 2.9395 -0.0675 -3.1877 -0.50
O 2.6888 1.3292 -2.8680 -0.28
C 1.9002 1.3195 -1.6268 -0.55
N 1.5216 2.6876 -1.2208 0.40
C 0.7733 2.7446 0.0622 -0.71
C 0.3853 1.3382 0.7007 0.81
C -0.9363 0.5547 0.2072 -0.94
N 1.0820 0.7623 1.6655 -0.72
C 2.6665 3.6461 -1.2620 -0.74
C 4.0158 3.1168 -0.5764 0.58
O 4.8691 2.3383 -1.1089 -0.66
O 4.2940 3.5799 0.7144 -0.79
H 0.1633 2.4479 -6.8856 0.21
H 1.6399 2.8080 -5.8572 0.12
H 0.8375 4.2291 -6.7479 0.37
H -1.3343 3.6410 -5.1995 0.26
H 0.1568 4.3172 -4.2945 0.31
H -1.6433 0.7918 -3.8415 0.23
H -1.3035 1.3321 -5.5900 0.42
H -0.3022 -0.9559 -5.3347 0.21
H 0.2920 -0.5903 -3.6259 0.06
H 3.4776 -0.1177 -5.3481 0.28
H 2.4079 -1.5457 -4.8981 0.22
H 2.3231 -0.7881 -2.5442 0.31
H 4.0417 -0.3552 -2.9996 0.31
H 0.9454 0.7276 -1.9020 -0.22
H 2.5556 0.7585 -0.8623 0.68
H -0.2263 3.2837 -0.1582 0.20
H 1.2829 3.3815 0.8735 0.37
H -1.8887 1.1500 0.4589 0.25
H -1.0587 -0.4699 0.7117 0.37
H -0.9207 0.3468 -0.9198 -0.01
H 0.6337 -0.1386 1.9161 0.23
H 2.8739 4.0626 -2.3173 0.33
H 2.3353 4.5617 -0.6452 0.41
C 0.6300 3.2287 5.4337 -0.62
C 0.2660 1.9608 6.1754 -0.56
C -1.0181 1.5475 5.4830 -0.15
O -0.9255 2.0067 4.1284 -0.41
C 0.1918 2.9029 4.0196 -0.30
H 1.6872 3.4900 5.5018 0.35
H 0.0435 4.0682 5.8235 0.26
H 1.0385 1.2020 6.0138 0.30
H 0.1441 2.1001 7.2513 0.35
H -1.8900 2.0286 5.9415 0.22
H -1.1710 0.4662 5.4946 0.03
H 0.9830 2.3861 3.4686 0.23
H -0.1023 3.7913 3.4558 0.28
C -3.1415 -3.2101 7.3093 -0.56
C -2.0057 -3.4806 8.2708 -0.53
C -0.9692 -2.4670 7.8266 -0.46
O -1.6871 -1.3405 7.3056 -0.32
C -3.0646 -1.7048 7.1468 -0.39
H -4.1137 -3.5504 7.6703 0.33
H -2.9412 -3.7003 6.3509 0.27
H -2.3267 -3.2627 9.2948 0.26
H -1.6381 -4.5078 8.2398 0.32
H -0.3419 -2.8660 7.0224 0.29
H -0.3219 -2.1430 8.6448 0.26
H -3.6388 -1.1916 7.9261 0.28
H -3.4235 -1.3687 6.1715 0.26
C -2.1799 -5.3534 -4.8398 -0.56
C -1.0379 -5.6100 -3.8817 -0.54
C -0.0316 -4.5567 -4.3018 -0.45
O -0.7822 -3.4414 -4.8005 -0.29
C -2.1480 -3.8432 -4.9700 -0.48
H -3.1420 -5.7302 -4.4882 0.32
H -1.9635 -5.8168 -5.8081 0.27
H -1.3670 -5.4237 -2.8542 0.27
H -0.6396 -6.6247 -3.9336 0.33
H 0.6089 -4.9195 -5.1129 0.27
H 0.6042 -4.2309 -3.4754 0.26
H -2.7384 -3.3644 -4.1811 0.31
H -2.5154 -3.4971 -5.9387 0.27
```

Summary:
- Max |F|: 5.832 eV Å⁻¹
- DFT total energy: -45004.7836 eV
- Total charge: -1
- E_LUMO: 2.20 eV
- Gap between HOMO and LUMO: 5.597 eV

=====

> The lowest max |F| belongs to which entry?

C24H47F5GaIN2O2P